Record 1
The following is a DFT calculation (wB97M-V/def2-TZVPD) of a structure of composition C49H29IrN12.

XYZ file:
```
91
Properties=species:S:1:pos:R:3:forces:R:3
Ir -0.229140 -0.378713 0.140539 -0.583 0.070 0.072
C -5.371240 3.458904 1.708255 -0.100 -0.004 -0.049
C -6.054414 2.611680 0.818168 0.017 0.045 0.043
C -5.406830 1.567802 0.191920 0.091 0.001 -0.035
C -4.055392 1.382265 0.480721 -0.062 0.051 0.033
C -3.091790 0.422290 -0.001832 0.075 0.072 -0.227
N -1.916325 0.632210 0.606190 -0.117 -0.255 0.316
C -2.010933 1.751167 1.436982 0.288 0.078 -0.075
N -1.023622 2.342742 2.072210 -0.118 -0.049 -0.016
C 0.190329 1.825718 2.200418 -0.206 -0.060 -0.018
C 1.273599 2.281006 3.022827 0.198 0.013 0.149
C 1.511918 3.480786 3.706844 -0.137 -0.080 -0.107
C 2.651268 3.582924 4.465390 0.147 -0.057 0.079
C 3.557482 2.505928 4.592300 -0.049 0.125 0.026
C 3.332821 1.311538 3.956989 -0.110 -0.092 -0.096
C 2.185975 1.198044 3.153965 0.072 0.194 0.176
C 1.621269 0.137782 2.395062 -0.520 -0.278 -0.020
N 2.842334 -2.024589 1.880528 -0.168 -0.095 -0.152
C 3.171035 -1.706684 0.693881 0.041 0.202 0.320
N 1.385918 -1.251822 -0.609244 -0.036 -0.059 0.439
C 1.565036 -2.315017 -1.360397 0.193 0.193 -0.043
N 0.590424 -2.841329 -2.114414 -0.251 0.010 -0.041
C -0.637639 -2.346060 -2.117095 0.229 -0.238 0.124
N -1.188242 -1.448593 -1.274833 0.123 0.496 -0.369
C -2.521067 -1.216705 -1.606930 -0.044 -0.128 0.195
N -3.368352 -0.435302 -1.026936 0.163 -0.059 0.127
C -2.827034 -2.065688 -2.767334 -0.036 0.001 -0.110
C -3.976863 -2.204148 -3.522837 0.053 -0.033 0.080
C -3.925937 -3.078709 -4.601400 0.014 -0.032 -0.036
C -2.763053 -3.785511 -4.908973 -0.050 0.004 -0.018
C -1.609819 -3.640447 -4.148799 -0.003 0.007 0.084
C -1.664678 -2.767754 -3.077320 -0.112 -0.030 -0.152
C 2.911208 -2.945551 -1.336912 -0.048 0.008 0.014
C 3.291140 -3.884297 -2.283501 0.037 0.000 0.011
C 4.511872 -4.533169 -2.155749 -0.011 0.012 -0.005
C 5.338719 -4.270322 -1.072844 -0.008 -0.017 -0.013
C 4.965264 -3.345781 -0.104458 0.017 0.048 -0.038
C 3.769691 -2.670966 -0.248177 0.046 -0.158 -0.074
N 0.516863 0.551856 1.783545 0.569 0.239 -0.340
C -3.374624 2.222685 1.369003 -0.144 0.080 0.049
C -4.033817 3.280554 1.993233 0.116 -0.035 -0.032
H -5.913700 4.268519 2.178576 0.002 0.005 0.003
H -7.104277 2.787447 0.626100 -0.005 0.001 -0.007
H -5.917899 0.915779 -0.503323 -0.007 -0.015 0.007
H 0.812631 4.302478 3.630869 -0.008 0.006 -0.012
H 2.863631 4.505353 4.989386 -0.007 0.006 0.002
H 4.436365 2.629561 5.210500 0.005 0.000 0.002
H 4.018049 0.480804 4.068566 0.002 -0.008 -0.002
H -4.874624 -1.654207 -3.276839 -0.004 0.018 -0.004
H -4.803159 -3.213857 -5.219807 -0.004 -0.005 0.000
H -2.761234 -4.455452 -5.758012 -0.008 -0.006 -0.005
H -0.705782 -4.186015 -4.381067 0.018 0.015 0.001
H 2.619230 -4.105116 -3.100816 -0.008 -0.009 -0.006
H 4.813739 -5.258006 -2.899311 0.000 -0.002 0.002
H 6.279809 -4.794211 -0.975135 0.008 0.002 -0.004
H 5.601273 -3.145379 0.747020 -0.005 0.001 0.009
H -3.508968 3.936137 2.674767 0.009 -0.010 0.014
C -2.448616 3.988145 -2.201254 -0.029 0.009 -0.007
C -2.360189 2.746174 -2.814835 0.031 -0.020 0.013
C -1.381596 1.848281 -2.420543 0.005 0.108 0.000
C -0.483761 2.201934 -1.418034 -0.076 -0.142 -0.237
C -0.559145 3.449309 -0.808960 -0.073 0.033 -0.024
C -1.549110 4.335399 -1.203596 0.009 0.012 0.013
N 0.437847 1.208684 -0.981821 0.505 -0.092 0.267
C 1.772537 1.490078 -0.938806 -0.103 -0.117 -0.138
C 2.268973 2.709191 -1.487665 0.109 0.117 0.006
C 3.555702 3.126640 -1.304428 -0.091 0.010 -0.004
C 4.455670 2.331300 -0.580758 0.060 -0.052 0.008
C 4.072781 1.087122 -0.141628 -0.043 0.024 0.096
C 2.775391 0.613041 -0.350317 0.124 0.070 -0.075
N 2.496036 -0.684505 -0.011150 0.059 0.126 -0.420
N 1.792366 -1.256419 2.480708 0.109 0.194 -0.262
C 0.580739 -2.031400 2.491762 0.201 -0.241 0.107
C 0.430492 -2.931282 3.529367 0.021 -0.072 0.001
C -0.694384 -3.737339 3.589162 0.046 -0.009 0.018
C -1.653352 -3.620304 2.599944 0.041 0.022 -0.065
C -1.451129 -2.696576 1.593938 -0.062 -0.107 0.040
N -0.362670 -1.919835 1.524469 -0.339 -0.054 0.322
H -3.222658 4.683499 -2.495957 -0.004 0.008 -0.006
H -3.056243 2.471101 -3.595762 -0.008 0.003 -0.006
H -1.298395 0.876871 -2.891157 -0.001 -0.015 0.008
H 0.122280 3.706939 -0.008890 0.015 -0.017 -0.006
H -1.622611 5.299288 -0.718174 -0.006 0.007 0.006
H 1.595035 3.333417 -2.053277 -0.062 -0.041 0.001
H 3.874555 4.070218 -1.724055 0.023 -0.002 0.005
H 5.471356 2.664292 -0.417917 0.002 0.013 0.000
H 4.789252 0.431524 0.338200 0.003 0.004 0.015
H 1.209011 -2.976066 4.276211 -0.001 -0.011 0.008
H -0.819811 -4.438818 4.402459 0.004 -0.002 0.007
H -2.550051 -4.222080 2.600339 -0.009 0.004 0.000
H -2.174742 -2.562382 0.801962 -0.027 0.038 0.038
```
Positions in Å, forces in eV/Å.

## Properties
energy relative to the best compared isomer or geometry (same formula, charge and spin): 0.00 kJ/mol
multiplicity: 2
energy: -71999.570 eV
LUMO (spin up / spin down): -0.14521 / -0.16223 Eh
charge: +1

***

Record 2
The following is a DFT calculation (wB97M-V/def2-TZVPD) of a structure of composition C49H30FeIN10O2 in a non-equilibrium geometry.

XYZ file:
```
93
Properties=species:S:1:pos:R:3:forces:R:3
Fe 0.401277 -0.357362 0.834754 -1.044 -0.883 -0.134
C 5.787558 -2.165354 -1.771111 -0.002 -0.008 -0.027
C 6.109413 -1.722321 -0.485366 -0.023 0.007 0.029
C 5.120531 -1.330424 0.406725 0.054 -0.004 -0.018
C 3.804832 -1.375877 -0.017759 -0.035 0.088 0.104
C 2.526450 -1.036507 0.633310 0.501 0.064 -0.296
N 1.638681 -1.212297 -0.247850 0.068 0.307 0.180
C 2.026716 -1.764205 -1.445007 -0.015 -0.291 0.073
N 1.139993 -2.282229 -2.294495 0.171 0.067 -0.036
C -0.085116 -2.446584 -1.826985 -0.254 -0.027 0.101
C -1.171820 -3.062583 -2.618086 0.117 -0.030 -0.035
C -1.245431 -3.466943 -3.934480 -0.026 0.016 -0.015
C -2.438500 -4.049031 -4.354987 0.014 0.005 0.005
C -3.504966 -4.223498 -3.476411 0.001 0.009 0.007
C -3.416271 -3.817952 -2.146286 -0.016 0.012 -0.027
C -2.235982 -3.230733 -1.743139 0.001 -0.016 0.079
C -1.779860 -2.687618 -0.436940 -0.177 -0.092 -0.104
N -2.497489 -2.765703 0.644210 0.040 0.038 -0.120
C -2.170026 -2.170224 1.811555 -0.145 0.004 0.183
N -1.319495 -1.157026 2.065400 0.009 0.220 -0.041
C -1.596872 -0.701720 3.363064 -0.052 -0.211 -0.092
N -1.198154 0.412314 3.979072 0.035 0.156 0.049
C -0.380508 1.255843 3.394781 0.096 -0.262 0.039
N 0.202631 1.047237 2.202075 0.315 0.420 -0.278
C 1.121906 2.008808 1.920824 0.005 -0.049 0.045
N 1.787574 1.848598 0.814718 0.240 0.265 0.515
C 1.085673 3.001973 3.019169 0.004 -0.044 -0.030
C 1.707230 4.224260 3.206415 0.020 0.029 0.004
C 1.362508 4.960796 4.332467 0.006 -0.006 0.013
C 0.420066 4.483409 5.243928 0.008 -0.016 -0.013
C -0.211777 3.261741 5.051572 0.031 -0.007 0.035
C 0.129683 2.528471 3.928699 -0.058 0.026 0.025
C -2.572552 -1.580401 3.978170 0.042 0.117 0.058
C -3.156235 -1.594161 5.240124 -0.031 -0.029 0.011
C -4.104206 -2.570397 5.493611 0.022 0.019 0.001
C -4.475215 -3.499176 4.510718 0.004 -0.001 -0.025
C -3.904042 -3.470471 3.249555 -0.012 -0.014 0.036
C -2.940491 -2.501671 3.006300 0.013 -0.026 -0.114
N -0.534766 -2.183744 -0.562386 0.224 0.047 0.049
C 3.474115 -1.832489 -1.329330 -0.055 0.040 -0.025
C 4.472712 -2.234169 -2.206124 0.022 -0.018 0.009
H 6.584288 -2.462727 -2.440805 -0.001 -0.006 0.002
H 7.147397 -1.686188 -0.181034 -0.001 0.005 -0.005
H 5.368307 -0.990659 1.402832 0.003 0.023 0.014
H -0.412915 -3.322580 -4.609173 0.004 0.002 0.002
H -2.540883 -4.372645 -5.382676 -0.006 0.001 -0.002
H -4.417040 -4.682036 -3.836319 -0.002 -0.002 0.000
H -4.236817 -3.951163 -1.453944 0.002 -0.009 0.007
H 2.437750 4.593502 2.498182 -0.006 0.003 0.012
H 1.831188 5.920373 4.507287 0.000 0.001 0.000
H 0.173771 5.081599 6.111544 0.002 0.001 0.005
H -0.950608 2.891255 5.749560 -0.010 -0.003 -0.009
H -2.874360 -0.866514 5.989037 0.005 0.004 0.002
H -4.573651 -2.618701 6.467814 -0.006 -0.003 0.003
H -5.224155 -4.244900 4.743913 -0.001 -0.002 0.007
H -4.189063 -4.172660 2.477725 -0.004 0.004 -0.008
H 4.228788 -2.583170 -3.200783 -0.008 -0.006 0.000
I 0.881601 3.678584 -1.474162 -0.053 0.172 -0.157
C 2.835261 2.951053 -1.716527 -0.006 -0.011 0.033
C 3.363458 3.059154 -2.971229 0.051 0.003 -0.022
C 4.743295 2.849223 -3.179036 -0.064 0.004 -0.008
C 5.561347 2.637767 -2.112052 0.018 -0.011 0.056
C 5.035458 2.527373 -0.800331 0.081 -0.006 -0.004
C 5.900056 2.359926 0.310646 0.007 -0.009 -0.035
C 5.384843 2.214395 1.564009 -0.055 -0.027 0.010
C 3.993379 2.117755 1.751642 0.099 -0.013 0.020
C 3.117042 2.257579 0.699013 -0.194 0.067 -0.202
C 3.634151 2.584824 -0.598237 -0.076 -0.005 -0.008
H 2.737793 3.353227 -3.802857 0.000 -0.013 -0.003
H 5.144836 2.910238 -4.181671 0.001 0.016 -0.002
H 6.631913 2.543998 -2.246500 0.004 0.004 0.000
H 6.969107 2.345809 0.139748 0.004 0.009 0.002
H 6.041778 2.102753 2.417426 0.005 -0.016 -0.003
H 3.603568 1.841130 2.723378 0.003 0.001 -0.006
O -0.865722 4.437838 -4.907037 0.080 -0.062 0.059
C -1.904751 3.598655 -4.474823 0.024 0.009 0.002
N -1.700033 2.224856 -4.880084 -0.059 -0.003 0.043
C -1.481308 1.121788 -4.108434 -0.082 -0.015 0.008
O -1.094336 0.071683 -4.582594 0.093 0.033 0.002
C -1.777070 1.212963 -2.638590 0.023 -0.027 -0.052
C -2.968571 1.689834 -2.113446 0.037 0.029 -0.010
C -3.155757 1.660534 -0.741076 0.002 0.001 0.041
C -2.148400 1.149917 0.058344 -0.017 0.020 -0.051
N -1.009623 0.671963 -0.446403 0.078 -0.034 0.022
C -0.830112 0.702781 -1.764408 -0.070 -0.100 0.043
H -0.086109 4.258036 -4.363829 -0.021 0.041 0.023
H -2.809068 3.991846 -4.939487 0.012 -0.008 -0.009
H -2.022225 3.626718 -3.391170 0.008 -0.003 -0.016
H -1.485632 2.077631 -5.856634 -0.028 -0.006 -0.013
H -3.742992 2.069247 -2.768927 -0.013 -0.013 0.009
H -4.072029 2.012797 -0.289324 -0.005 0.003 -0.009
H -2.253052 1.094146 1.133583 0.007 0.017 0.004
H 0.095670 0.291265 -2.147828 0.014 0.020 -0.013
```
Positions in Å, forces in eV/Å.

## Properties
energy relative to the best compared isomer or geometry (same formula, charge and spin): 297.16 kJ/mol
multiplicity: 6
energy: -112783.629 eV
LUMO (spin up / spin down): -0.04685 / -0.06638 Eh